Record 1
{
  "formula": "C19H12ClFN4O4",
  "method": "ωB97M-V/def2-TZVPD",
  "homo_ha": -0.3418,
  "gap_ev": 9.30,
  "smiles": "Cc1onc(-c2c(F)cccc2Cl)c1C(=O)OCn1nnc2ccccc2c1=O",
  "e_lumo_ev": 0.005,
  "elements": ["C", "C", "C", "C", "N", "O", "C", "C", "C", "C", "C", "C", "Cl", "H", "H", "H", "F", "C", "O", "O", "C", "N", "N", "N", "C", "C", "C", "C", "C", "C", "C", "O", "H", "H", "H", "H", "H", "H", "H", "H", "H"],
  "coordinates": [[4.0493, -0.9934, -1.8996], [3.0304, -1.6652, -1.0682], [1.6591, -1.5387, -1.0076], [1.2836, -2.4455, 0.0332], [2.3403, -3.0445, 0.5089], [3.4135, -2.5735, -0.1713], [-0.0718, -2.6307, 0.5475], [-0.8104, -1.5253, 0.9653], [-2.1093, -1.6275, 1.4179], [-2.7017, -2.8784, 1.4591], [-1.9982, -4.0017, 1.0641], [-0.6930, -3.8767, 0.6127], [0.1644, -5.2740, 0.1005], [-2.4549, -4.9777, 1.0961], [-3.7193, -2.9772, 1.8025], [-2.6360, -0.7373, 1.7221], [-0.2253, -0.3095, 0.9564], [0.7419, -0.6910, -1.7613], [-0.4501, -0.8463, -1.8199], [1.3940, 0.3307, -2.3664], [0.5811, 1.3877, -2.8249], [-0.1701, 1.9513, -1.7250], [-1.5023, 1.8618, -1.8309], [-2.2510, 2.1741, -0.9009], [-1.7455, 2.5923, 0.3086], [-2.6263, 2.8641, 1.3603], [-2.1254, 3.2728, 2.5754], [-0.7512, 3.4210, 2.7671], [0.1295, 3.1572, 1.7413], [-0.3607, 2.7409, 0.5046], [0.5314, 2.4133, -0.6034], [1.7382, 2.5057, -0.6172], [1.1966, 3.2571, 1.8662], [-0.3785, 3.7420, 3.7282], [-2.8008, 3.4812, 3.3921], [-3.6842, 2.7405, 1.1911], [1.2759, 2.1253, -3.2357], [-0.1509, 1.0478, -3.5661], [3.8257, -1.1318, -2.9554], [5.0318, -1.3972, -1.6721], [4.0301, 0.0762, -1.6953]],
  "mulliken_charge": [-1.0875, 0.2278, 1.1141, -0.2624, -0.6167, -0.1937, -0.0662, 0.8393, -0.8391, -0.4193, -0.6868, 0.4940, -0.2051, 0.4344, 0.3913, 0.4992, -0.2242, 0.5570, -0.6245, -0.2885, -0.6940, 0.7566, -0.6103, -0.6453, 0.1693, -0.1756, -0.4575, -0.5692, -0.7462, 0.6318, 0.5226, -0.6576, 0.4852, 0.4200, 0.4033, 0.4920, 0.3728, 0.3581, 0.3074, 0.3575, 0.2358]
}

---

Record 2
{
  "formula": "C19H12ClIIrN3O",
  "method": "ωB97M-V/def2-TZVPD",
  "homo_ha": [-0.5232, -0.5235],
  "charge": 2,
  "gap_ev": [4.77, 4.77],
  "e_lumo_ev": [-9.470, -9.475],
  "elements": ["Ir", "C", "C", "C", "C", "N", "C", "C", "C", "C", "C", "C", "N", "H", "H", "H", "H", "H", "H", "H", "H", "Cl", "C", "C", "C", "I", "C", "O", "C", "N", "C", "C", "C", "C", "H", "H", "H", "H"],
  "coordinates": [[0.0067, 0.1898, 0.0000], [4.3246, 0.0223, 0.0000], [4.6734, 1.3837, 0.0000], [3.6666, 2.3084, 0.0000], [2.3125, 1.8949, 0.0000], [1.9813, 0.5364, 0.0000], [2.9932, -0.3385, 0.0000], [1.2145, 2.7830, 0.0000], [1.3181, 4.1934, 0.0000], [0.1903, 4.9656, 0.0000], [-1.0666, 4.3308, 0.0000], [-1.1243, 2.9511, 0.0000], [-0.0368, 2.1774, 0.0000], [5.0850, -0.7396, 0.0000], [5.7077, 1.6885, 0.0000], [3.9008, 3.3589, 0.0000], [2.7279, -1.3857, 0.0000], [2.2956, 4.6444, 0.0000], [0.2600, 6.0409, 0.0000], [-1.9775, 4.9056, 0.0000], [-2.0813, 2.4437, 0.0000], [-4.3602, -5.1647, 0.0000], [-3.6631, -3.6190, 0.0000], [-4.4936, -2.4941, 0.0000], [-3.9591, -1.2249, 0.0000], [-5.1570, 0.4968, 0.0000], [-2.5470, -1.0217, 0.0000], [-2.0030, 0.1297, 0.0000], [-1.6945, -2.1716, 0.0000], [-0.3561, -1.9060, 0.0000], [0.4618, -2.9736, 0.0000], [0.0116, -4.2832, 0.0000], [-1.3465, -4.5567, 0.0000], [-2.2389, -3.4750, 0.0000], [-5.5636, -2.6375, 0.0000], [1.5235, -2.7904, 0.0000], [0.7257, -5.0916, 0.0000], [-1.7111, -5.5731, 0.0000]],
  "mulliken_charge": [1.0787, -0.8630, -0.4660, -0.8148, 0.6895, -0.2406, 0.6870, 0.8535, -0.7918, -0.4951, -0.7387, 0.2334, -0.1578, 0.4223, 0.4870, 0.3374, 0.0613, 0.3230, 0.4784, 0.4460, 0.2466, -0.1268, 0.7481, -0.4680, -0.2980, 0.2291, 0.6763, -0.7621, 0.1656, -0.4592, 0.2734, -1.0533, -0.5698, 0.2189, 0.4703, 0.2674, 0.4456, 0.4662]
}